Entry 1:
A single C4H7NO molecule. Source: OMol25; level of theory: ωB97M-V with the def2-TZVPD basis set.

Energy relative to the best compared isomer or geometry (same formula, charge and spin)   62.55 kcal per mole
Total energy   -7796.9318 eV
LUMO energy   0.9 eV
HOMO   -9.8 eV
Frontier orbital gap   10.69 eV

Element x y z (Å)
1 O 1.95 0.77 0.25
2 C 0.84 0.28 -0.45
3 C 0.20 -1.09 -0.09
4 C -1.16 -0.42 -0.23
5 N -1.31 0.54 0.85
6 C -0.54 0.93 -0.33
7 H 1.75 0.72 1.19
8 H 1.13 0.28 -1.51
9 H 0.36 -1.39 0.96
10 H 0.45 -1.92 -0.76
11 H -2.06 -0.80 -0.70
12 H -0.75 0.29 1.66
13 H -0.88 1.82 -0.84



Entry 2:
5 unconnected molecules or ions with the total composition C38H42F34O7 at a distorted geometry. Source: OMol25; level of theory: ωB97M-V with the def2-TZVPD basis set.

Total energy   -146812.7162 eV
LUMO energy   -1.5 eV
HOMO   -9.7 eV
Frontier orbital gap   8.18 eV

Element x y z (Å)
1 C 2.72 -1.68 1.83
2 O 3.55 -0.58 1.52
3 C 3.27 0.53 2.40
4 C 2.78 1.72 1.55
5 C 1.27 1.70 1.36
6 C 0.90 2.25 -0.04
7 C -0.29 3.20 -0.02
8 C -1.58 2.56 0.35
9 C -2.40 3.04 1.28
10 F -2.10 4.17 1.94
11 C -3.72 2.45 1.63
12 O -4.55 3.15 2.19
13 C -3.93 1.03 1.23
14 C -5.00 0.15 1.84
15 C -6.08 0.84 2.70
16 C -7.22 1.36 1.81
17 C -6.70 -0.26 3.61
18 C -3.12 0.52 0.28
19 C -3.27 -0.89 -0.23
20 C -4.18 -0.95 -1.45
21 F -3.75 -0.06 -2.42
22 C -2.01 1.31 -0.34
23 O -1.43 0.96 -1.36
24 H 2.79 -1.94 2.88
25 H 3.06 -2.54 1.25
26 H 1.69 -1.49 1.54
27 H 4.18 0.77 2.93
28 H 2.46 0.28 3.08
29 H 3.28 1.65 0.59
30 H 3.11 2.66 1.99
31 H 0.88 0.69 1.43
32 H 0.78 2.37 2.07
33 H 1.75 2.83 -0.40
34 H 0.77 1.45 -0.76
35 H -0.08 4.08 0.57
36 H -0.42 3.57 -1.04
37 H -4.50 -0.61 2.45
38 H -5.52 -0.39 1.06
39 H -5.69 1.59 3.36
40 H -6.97 2.30 1.33
41 H -8.10 1.45 2.43
42 H -7.42 0.59 1.07
43 H -7.54 -0.73 3.11
44 H -7.07 0.21 4.51
45 H -5.95 -0.98 3.91
46 H -3.58 -1.58 0.54
47 H -2.28 -1.19 -0.57
48 H -4.14 -1.93 -1.91
49 H -5.21 -0.68 -1.22
50 F 2.91 5.99 5.08
51 C 2.11 5.21 4.34
52 F 2.59 3.94 4.40
53 C 2.04 5.63 2.87
54 F 3.21 5.36 2.24
55 F 1.10 4.83 2.31
56 C 1.62 7.07 2.54
57 O 2.61 8.08 2.33
58 C 3.22 8.74 3.37
59 F 2.53 8.59 4.52
60 F 3.18 10.05 3.07
61 C 4.70 8.37 3.53
62 F 4.89 7.04 3.57
63 F 5.17 8.90 4.69
64 H 1.10 5.21 4.78
65 H 1.14 7.00 1.57
66 H 0.84 7.42 3.22
67 H 5.27 8.78 2.69
68 F 5.49 -0.27 -3.15
69 C 4.96 0.29 -2.04
70 F 4.31 1.41 -2.42
71 C 6.02 0.67 -1.00
72 F 6.76 1.73 -1.41
73 F 5.31 1.09 0.09
74 C 6.97 -0.42 -0.48
75 O 8.25 -0.59 -1.07
76 C 8.44 -1.30 -2.24
77 F 7.37 -2.08 -2.51
78 F 9.48 -2.13 -2.02
79 C 8.83 -0.41 -3.43
80 F 8.01 0.63 -3.58
81 F 8.80 -1.15 -4.56
82 H 4.24 -0.40 -1.60
83 H 7.21 -0.12 0.54
84 H 6.45 -1.38 -0.39
85 H 9.85 -0.03 -3.28
86 F 1.74 -1.97 -5.30
87 C 1.31 -2.66 -6.37
88 F 1.44 -1.87 -7.46
89 C -0.16 -3.09 -6.25
90 F -0.98 -2.02 -6.37
91 F -0.39 -3.88 -7.34
92 C -0.59 -3.92 -5.03
93 O -1.14 -3.27 -3.89
94 C -0.34 -2.68 -2.94
95 F 0.94 -3.12 -3.04
96 F -0.79 -3.10 -1.73
97 C -0.44 -1.15 -2.94
98 F -0.27 -0.62 -4.16
99 F 0.53 -0.66 -2.13
100 H 1.95 -3.54 -6.50
101 H -1.41 -4.53 -5.39
102 H 0.19 -4.62 -4.74
103 H -1.42 -0.85 -2.57
104 F -4.70 -4.46 -0.73
105 C -3.48 -4.80 -1.19
106 F -3.45 -4.51 -2.51
107 C -3.15 -6.28 -1.01
108 F -3.89 -7.04 -1.85
109 F -1.85 -6.42 -1.41
110 C -3.22 -6.88 0.41
111 O -4.41 -7.53 0.85
112 C -5.49 -6.84 1.33
113 F -5.15 -5.57 1.66
114 F -5.86 -7.45 2.48
115 C -6.71 -6.89 0.40
116 F -6.39 -6.56 -0.87
117 F -7.65 -6.02 0.84
118 H -2.73 -4.18 -0.69
119 H -2.49 -7.68 0.40
120 H -2.87 -6.17 1.15
121 H -7.13 -7.90 0.39



Entry 3:
A molecular structure, C2H6BrOP. Source: OMol25; level of theory: ωB97M-V with the def2-TZVPD basis set.

Energy relative to the best compared isomer or geometry (same formula, charge and spin)   26.42 kcal per mole
Total energy   -83550.2665 eV
LUMO energy   0.7 eV
HOMO   -9.5 eV
Frontier orbital gap   10.18 eV

Element x y z (Å)
1 C 1.15 0.82 -0.22
2 C 0.47 -0.48 0.13
3 O -1.99 0.35 0.63
4 P -1.29 -0.60 -0.51
5 Br 1.38 -1.99 -0.73
6 H 1.13 0.99 -1.30
7 H 0.62 1.64 0.27
8 H 2.18 0.82 0.11
9 H 0.50 -0.68 1.20
10 H -2.64 0.96 0.28
11 H -1.52 -1.82 0.15



Entry 4:
2 unconnected molecules or ions with the total composition C7H10Cl2O at a distorted geometry. Source: OMol25; level of theory: ωB97M-V with the def2-TZVPD basis set.

Energy relative to the best compared isomer or geometry (same formula, charge and spin)   22.68 kcal per mole
Total energy   -34507.9091 eV
LUMO energy (alpha / beta)   -0.4 / -0.3 eV
HOMO (alpha / beta)   -8.4 / -7.3 eV
Frontier orbital gap (alpha / beta)   8.01 / 6.98 eV

Element x y z (Å)
1 C -0.30 1.97 0.47
2 C 0.65 1.22 -0.17
3 C -1.68 -1.17 -1.17
4 C -2.27 -0.27 -0.16
5 C -1.16 -1.16 0.23
6 C 2.27 -0.58 -0.32
7 C 1.51 0.24 0.49
8 O 1.75 0.08 1.80
9 Cl -1.21 -2.45 1.39
10 Cl 4.05 -0.20 -0.39
11 H -0.69 2.88 0.11
12 H -0.49 1.88 1.52
13 H 0.78 1.38 -1.16
14 H -2.13 -2.00 -1.62
15 H -1.10 -0.60 -1.90
16 H -2.01 0.71 -0.37
17 H -3.29 -0.60 0.12
18 H 1.78 -0.66 -1.32
19 H 2.11 -1.52 0.11
20 H 1.44 0.84 2.34